1.
{
  "formula": "C20H26IN2O4Pt",
  "method": "wB97M-V/def2-TZVPD",
  "e_tot_ev": -43680.065,
  "e_homo_ev": [-3.840, -3.842],
  "gap_ev": [4.7, 4.7],
  "total_charge": -1,
  "lumo_energy_ev": [0.88, 0.88],
  "elements": ["Pt", "C", "C", "C", "C", "C", "H", "H", "H", "H", "H", "H", "H", "H", "H", "H", "N", "C", "C", "C", "C", "C", "C", "H", "H", "H", "H", "H", "H", "H", "N", "C", "O", "C", "I", "H", "H", "H", "H", "O", "C", "C", "C", "C", "C", "C", "C", "O", "O", "H", "H", "H", "H", "H"],
  "positions_angstrom": [[-0.12, -1.02, -0.26], [1.56, -0.17, 2.83], [0.59, -1.35, 2.70], [1.02, -2.47, 3.65], [-0.83, -0.88, 3.07], [0.58, -1.81, 1.26], [1.69, 0.11, 3.89], [1.18, 0.70, 2.28], [2.54, -0.42, 2.42], [1.00, -2.13, 4.69], [2.04, -2.80, 3.43], [0.35, -3.33, 3.56], [-0.86, -0.55, 4.12], [-1.54, -1.69, 2.94], [-1.14, -0.06, 2.42], [1.01, -2.82, 1.15], [-0.72, 1.66, 0.03], [-2.00, 2.02, 0.46], [-3.10, 1.86, -0.39], [-4.37, 2.16, 0.06], [-4.58, 2.62, 1.36], [-3.49, 2.78, 2.20], [-2.21, 2.49, 1.76], [-0.59, 1.58, -0.97], [0.05, 2.10, 0.51], [-2.94, 1.49, -1.39], [-5.21, 2.05, -0.61], [-5.58, 2.85, 1.71], [-3.63, 3.14, 3.21], [-1.36, 2.63, 2.42], [-3.68, -2.54, -1.77], [-2.41, -2.05, -1.74], [-2.17, -1.04, -1.05], [-1.38, -2.75, -2.50], [-2.43, -2.60, -4.94], [-4.35, -1.91, -1.37], [-3.96, -2.96, -2.65], [-1.46, -3.81, -2.68], [-0.40, -2.29, -2.59], [4.02, -0.37, -4.20], [3.99, 0.35, -3.07], [5.16, 1.01, -2.66], [5.16, 1.75, -1.49], [4.02, 1.83, -0.70], [2.87, 1.18, -1.11], [2.83, 0.45, -2.29], [1.55, -0.19, -2.76], [1.60, -0.91, -3.78], [0.49, 0.05, -2.10], [3.08, -0.72, -4.29], [6.04, 0.92, -3.28], [6.07, 2.26, -1.19], [4.04, 2.40, 0.22], [1.97, 1.21, -0.51]]
}

2.
{
  "formula": "C20H26InN11O9S2",
  "method": "wB97M-V/def2-TZVPD",
  "e_tot_ev": -82822.803,
  "e_homo_ev": -7.133,
  "gap_ev": 6.8,
  "lumo_energy_ev": -0.30,
  "elements": ["In", "N", "N", "C", "N", "N", "N", "O", "O", "H", "H", "H", "H", "H", "O", "C", "C", "O", "C", "C", "O", "C", "O", "O", "N", "C", "C", "C", "C", "C", "C", "S", "O", "O", "N", "C", "S", "C", "C", "N", "H", "H", "H", "H", "H", "H", "H", "H", "C", "N", "C", "C", "N", "N", "C", "C", "H", "H", "H", "H", "H", "H", "H", "H", "H", "H", "H", "H", "H"],
  "positions_angstrom": [[-0.19, 0.05, -0.38], [1.48, 0.55, 1.55], [1.08, 1.64, 2.32], [-0.15, 2.16, 2.20], [-0.44, 3.20, 2.97], [-0.97, 1.55, 1.34], [-2.30, 1.85, 1.35], [-2.99, 1.10, 0.68], [-2.75, 2.81, 1.95], [1.47, -0.31, 2.10], [2.40, 0.75, 1.16], [1.81, 2.20, 2.74], [0.24, 3.56, 3.62], [-1.36, 3.60, 2.90], [-0.92, -6.10, 0.25], [-0.84, -4.91, 0.14], [-1.09, -4.10, -1.14], [-1.38, -4.54, -2.23], [-0.88, -2.70, -0.75], [-0.51, -2.61, 0.59], [-0.23, -1.46, 1.13], [-0.45, -3.92, 1.23], [-0.14, -4.19, 2.37], [-0.97, -1.65, -1.50], [4.78, 6.45, -4.55], [4.18, 5.66, -3.58], [2.80, 5.70, -3.41], [2.20, 4.95, -2.41], [2.98, 4.16, -1.58], [4.36, 4.13, -1.73], [4.96, 4.87, -2.73], [2.20, 3.19, -0.33], [3.24, 2.77, 0.60], [1.10, 3.97, 0.19], [1.54, 1.92, -1.03], [2.29, 0.89, -1.49], [3.80, 0.86, -2.34], [3.64, -0.86, -2.54], [2.50, -1.30, -1.98], [1.77, -0.31, -1.37], [4.20, 6.75, -5.31], [5.71, 6.19, -4.83], [2.19, 6.33, -4.05], [1.13, 4.98, -2.26], [4.96, 3.53, -1.06], [6.04, 4.86, -2.85], [4.41, -1.43, -3.04], [2.15, -2.32, -1.95], [-1.68, 3.95, -4.07], [-1.25, 3.38, -2.80], [-1.72, 4.09, -1.63], [-0.96, 2.05, -2.70], [-1.38, 1.33, -1.69], [-0.22, 1.49, -3.69], [0.77, 2.23, -4.44], [-0.34, 0.07, -4.02], [-1.13, 4.88, -4.28], [-2.74, 4.18, -4.03], [-1.51, 3.26, -4.88], [-1.56, 5.16, -1.78], [-1.15, 3.79, -0.75], [-2.79, 3.93, -1.45], [-2.18, 1.75, -1.23], [0.89, 3.23, -4.04], [0.50, 2.28, -5.50], [1.73, 1.72, -4.36], [-1.14, -0.39, -3.46], [0.59, -0.46, -3.80], [-0.53, -0.01, -5.09]]
}

3.
{
  "formula": "C20H26N2O3",
  "method": "wB97M-V/def2-TZVPD",
  "e_tot_ev": -30286.020,
  "smiles": "CN(C(=O)CCCOc1ccc2[nH]c(=O)ccc2c1)C1CCCCC1",
  "e_homo_ev": -7.985,
  "gap_ev": 8.2,
  "lumo_energy_ev": 0.25,
  "elements": ["C", "N", "C", "O", "C", "H", "C", "C", "H", "H", "O", "C", "C", "C", "C", "C", "C", "H", "H", "N", "C", "O", "C", "C", "H", "H", "H", "H", "H", "H", "H", "C", "C", "C", "C", "C", "C", "H", "H", "H", "H", "H", "H", "H", "H", "H", "H", "H", "H", "H", "H"],
  "positions_angstrom": [[3.32, -3.04, -1.17], [2.36, -2.46, -0.25], [1.07, -2.85, -0.38], [0.73, -3.64, -1.25], [0.02, -2.29, 0.57], [-0.85, -2.95, 0.46], [-0.40, -0.86, 0.22], [-0.77, -0.74, -1.26], [-1.51, -1.49, -1.55], [0.12, -0.90, -1.88], [-1.20, 0.56, -1.60], [-2.46, 0.97, -1.26], [-2.75, 2.30, -1.52], [-4.01, 2.83, -1.24], [-4.99, 2.00, -0.67], [-4.69, 0.66, -0.41], [-3.45, 0.15, -0.69], [-3.25, -0.89, -0.48], [-5.45, 0.02, 0.02], [-6.23, 2.53, -0.39], [-6.61, 3.83, -0.62], [-7.74, 4.20, -0.32], [-5.58, 4.67, -1.21], [-4.36, 4.19, -1.50], [-3.60, 4.83, -1.94], [-5.86, 5.69, -1.39], [-6.93, 1.92, 0.02], [-1.99, 2.92, -1.96], [0.40, -0.15, 0.44], [-1.26, -0.58, 0.83], [0.35, -2.35, 1.61], [2.87, -1.52, 0.74], [3.31, -0.20, 0.10], [3.69, 0.79, 1.20], [4.82, 0.22, 2.06], [4.42, -1.12, 2.66], [4.03, -2.11, 1.55], [3.73, -3.06, 1.99], [4.89, -2.28, 0.91], [5.24, -1.53, 3.24], [3.57, -0.98, 3.33], [5.07, 0.92, 2.85], [5.71, 0.09, 1.44], [4.01, 1.73, 0.75], [2.82, 1.00, 1.83], [4.17, -0.36, -0.55], [2.50, 0.21, -0.51], [2.06, -1.30, 1.44], [3.95, -2.26, -1.60], [2.76, -3.53, -1.96], [3.95, -3.78, -0.67]]
}

4.
{
  "formula": "C20H26N2O5",
  "method": "wB97M-V/def2-TZVPD",
  "e_tot_ev": -34380.286,
  "smiles": "COC(=O)[C@@H](C)c1ccc2cc(OC)ccc2c1.CNC(=O)CNC(C)=O",
  "e_homo_ev": -7.909,
  "gap_ev": 8.4,
  "lumo_energy_ev": 0.49,
  "elements": ["O", "O", "O", "O", "O", "C", "C", "C", "C", "C", "C", "C", "C", "C", "C", "C", "C", "C", "N", "N", "C", "C", "C", "C", "C", "C", "C", "H", "H", "H", "H", "H", "H", "H", "H", "H", "H", "H", "H", "H", "H", "H", "H", "H", "H", "H", "H", "H", "H", "H", "H", "H", "H"],
  "positions_angstrom": [[-2.04, 5.79, 1.39], [-3.49, 1.92, 0.99], [-1.98, -1.81, -1.07], [-0.62, -3.01, -2.48], [5.85, -1.95, 3.69], [-2.84, 5.07, 0.82], [-3.63, 2.03, -0.22], [-0.93, -1.94, -1.70], [2.26, -2.02, -1.29], [3.81, -0.83, 3.36], [4.79, -1.68, 2.86], [1.27, -1.16, -0.79], [3.37, -2.37, -0.51], [2.69, -0.49, 2.60], [4.63, -2.20, 1.56], [1.41, -0.67, 0.53], [3.52, -1.86, 0.78], [2.53, -1.00, 1.30], [-4.10, 1.00, -0.92], [-2.43, 4.26, -0.15], [-1.56, -4.10, -2.45], [6.89, -2.82, 3.22], [-4.31, 5.13, 1.21], [-4.37, 0.95, -2.36], [-3.24, 3.33, -0.95], [-0.53, 0.57, -1.36], [0.10, -0.80, -1.69], [2.17, -2.42, -2.29], [3.93, -0.43, 4.36], [4.12, -3.03, -0.92], [1.94, 0.18, 3.02], [5.37, -2.86, 1.13], [0.66, -0.02, 0.96], [-4.26, 0.15, -0.39], [-1.44, 4.28, -0.32], [-2.53, -3.78, -2.84], [-1.69, -4.46, -1.42], [-1.19, -4.92, -3.06], [7.38, -2.40, 2.33], [7.65, -2.93, 4.00], [6.49, -3.81, 2.98], [-4.61, 4.17, 1.64], [-4.91, 5.36, 0.34], [-4.44, 5.91, 1.96], [-3.44, 1.07, -2.92], [-5.07, 1.74, -2.64], [-4.80, -0.01, -2.62], [-4.16, 3.81, -1.29], [-2.67, 3.06, -1.83], [-1.26, 0.84, -2.12], [0.25, 1.34, -1.33], [-1.04, 0.56, -0.39], [0.48, -0.72, -2.71]]
}

5.
{
  "formula": "C20H26N4O2",
  "method": "wB97M-V/def2-TZVPD",
  "e_tot_ev": -31218.691,
  "smiles": "Cc1cc(CN(C)C(=O)[C@H]2CCC(=O)N(CCc3ccccc3)C2)n[nH]1",
  "e_homo_ev": -8.739,
  "gap_ev": 9.3,
  "lumo_energy_ev": 0.61,
  "elements": ["C", "C", "C", "C", "N", "N", "H", "C", "N", "C", "O", "C", "C", "N", "C", "O", "C", "H", "H", "C", "H", "H", "C", "H", "H", "C", "C", "C", "C", "C", "C", "C", "H", "H", "H", "H", "H", "H", "H", "H", "H", "H", "C", "H", "H", "H", "H", "H", "H", "H", "H", "H"],
  "positions_angstrom": [[2.36, 2.81, -1.86], [2.06, 2.27, -0.52], [2.65, 1.27, 0.23], [1.88, 1.17, 1.40], [0.90, 2.05, 1.38], [1.01, 2.70, 0.22], [0.37, 3.44, -0.01], [2.11, 0.23, 2.55], [1.00, 0.16, 3.47], [-0.21, -0.39, 3.20], [-1.10, -0.43, 4.02], [-0.43, -0.98, 1.81], [-1.68, -0.32, 1.23], [-2.10, -0.92, -0.01], [-1.83, -2.18, -0.40], [-2.29, -2.65, -1.43], [-0.90, -3.01, 0.47], [0.05, -3.03, -0.06], [-1.29, -4.03, 0.48], [-0.70, -2.48, 1.88], [0.13, -3.00, 2.36], [-1.59, -2.65, 2.49], [-2.95, -0.10, -0.85], [-3.69, 0.41, -0.22], [-3.47, -0.78, -1.54], [-2.15, 0.93, -1.66], [-1.15, 0.23, -2.54], [0.10, -0.11, -2.04], [1.00, -0.80, -2.82], [0.67, -1.16, -4.12], [-0.58, -0.83, -4.62], [-1.48, -0.14, -3.84], [-2.45, 0.11, -4.23], [-0.84, -1.11, -5.63], [1.37, -1.71, -4.73], [1.97, -1.06, -2.42], [0.36, 0.17, -1.03], [-2.85, 1.51, -2.26], [-1.63, 1.61, -0.98], [-1.47, 0.74, 1.07], [-2.48, -0.39, 1.98], [0.41, -0.80, 1.14], [1.17, 0.86, 4.73], [2.00, 0.43, 5.29], [1.36, 1.92, 4.54], [0.25, 0.75, 5.30], [2.98, 0.57, 3.11], [2.35, -0.76, 2.16], [3.51, 0.68, -0.03], [3.39, 2.57, -2.14], [1.70, 2.35, -2.60], [2.22, 3.88, -1.89]]
}

6.
{
  "formula": "C20H26N4O2S",
  "method": "wB97M-V/def2-TZVPD",
  "e_tot_ev": -42052.536,
  "smiles": "C=CCn1c(SCC(=O)NC2CCCCC2)nnc1-c1ccc(OC)cc1",
  "e_homo_ev": -8.103,
  "gap_ev": 8.8,
  "lumo_energy_ev": 0.69,
  "elements": ["C", "C", "C", "N", "C", "N", "N", "C", "C", "C", "C", "C", "C", "C", "H", "H", "O", "C", "H", "H", "H", "H", "H", "S", "C", "H", "H", "C", "O", "N", "H", "C", "C", "C", "C", "C", "C", "H", "H", "H", "H", "H", "H", "H", "H", "H", "H", "H", "H", "H", "H", "H", "H"],
  "positions_angstrom": [[-0.40, 2.88, 1.49], [0.79, 2.71, 2.05], [2.06, 2.65, 1.24], [2.07, 1.47, 0.40], [2.13, 1.46, -0.96], [1.92, 0.26, -1.42], [1.69, -0.54, -0.37], [1.78, 0.17, 0.72], [1.58, -0.37, 2.06], [2.34, 0.03, 3.15], [2.12, -0.51, 4.40], [1.13, -1.49, 4.58], [0.39, -1.91, 3.48], [0.62, -1.36, 2.24], [0.04, -1.69, 1.39], [-0.37, -2.67, 3.59], [0.99, -1.95, 5.85], [0.03, -2.95, 6.10], [-0.98, -2.60, 5.87], [0.23, -3.86, 5.53], [0.10, -3.16, 7.16], [2.70, -0.21, 5.25], [3.13, 0.76, 3.03], [2.37, 2.89, -1.92], [1.16, 2.50, -3.23], [1.03, 3.43, -3.78], [1.59, 1.73, -3.87], [-0.15, 2.08, -2.57], [-0.80, 2.85, -1.90], [-0.49, 0.81, -2.80], [0.19, 0.18, -3.22], [-1.65, 0.19, -2.18], [-1.32, -1.23, -1.73], [-1.14, -2.18, -2.92], [-2.37, -2.14, -3.83], [-2.63, -0.72, -4.32], [-2.85, 0.21, -3.13], [-3.01, 1.23, -3.48], [-3.73, -0.10, -2.58], [-1.77, -0.38, -4.91], [-3.50, -0.70, -4.97], [-2.21, -2.81, -4.69], [-3.24, -2.50, -3.28], [-0.26, -1.90, -3.49], [-0.98, -3.19, -2.55], [-0.40, -1.23, -1.14], [-2.14, -1.59, -1.11], [-1.89, 0.81, -1.30], [2.94, 2.65, 1.89], [2.12, 3.51, 0.57], [0.89, 2.56, 3.12], [-1.30, 2.90, 2.08], [-0.52, 3.02, 0.43]]
}

7.
{
  "formula": "C20H26N4O3",
  "method": "wB97M-V/def2-TZVPD",
  "e_tot_ev": -33267.038,
  "smiles": "C[C@@H]1CCCCN1CC(=O)c1c(N)n(Cc2ccccc2)c(=O)n(C)c1=O",
  "e_homo_ev": -8.257,
  "gap_ev": 8.8,
  "lumo_energy_ev": 0.58,
  "elements": ["C", "H", "H", "H", "C", "N", "C", "C", "O", "C", "C", "N", "H", "H", "N", "C", "O", "N", "C", "O", "C", "H", "H", "H", "C", "C", "C", "C", "C", "C", "C", "H", "H", "H", "H", "H", "H", "H", "H", "H", "C", "C", "C", "C", "H", "H", "H", "H", "H", "H", "H", "H", "H"],
  "positions_angstrom": [[2.94, 2.40, -1.60], [3.90, 2.66, -1.16], [3.06, 1.53, -2.25], [2.60, 3.23, -2.21], [1.92, 2.13, -0.49], [2.43, 1.19, 0.51], [3.07, -0.02, 0.00], [2.11, -0.81, -0.86], [2.08, -0.59, -2.08], [1.12, -1.67, -0.21], [-0.10, -1.90, -0.86], [-0.27, -1.56, -2.14], [-1.19, -1.45, -2.54], [0.55, -1.09, -2.55], [-1.14, -2.46, -0.18], [-1.01, -2.96, 1.11], [-1.96, -3.44, 1.69], [0.24, -2.89, 1.65], [1.35, -2.25, 1.09], [2.40, -2.26, 1.70], [0.38, -3.49, 2.97], [1.43, -3.41, 3.25], [0.07, -4.53, 2.93], [-0.24, -2.97, 3.69], [-2.47, -2.52, -0.79], [-3.01, -1.15, -1.10], [-3.71, -0.92, -2.28], [-4.20, 0.34, -2.56], [-3.99, 1.39, -1.67], [-3.30, 1.16, -0.50], [-2.81, -0.10, -0.21], [-2.28, -0.28, 0.72], [-3.14, 1.97, 0.20], [-4.37, 2.37, -1.90], [-4.75, 0.51, -3.47], [-3.88, -1.73, -2.97], [-2.44, -3.15, -1.68], [-3.10, -3.01, -0.04], [3.41, -0.60, 0.86], [3.93, 0.27, -0.60], [1.46, 0.94, 1.55], [1.14, 2.23, 2.31], [0.58, 3.25, 1.33], [1.58, 3.45, 0.21], [2.51, 3.86, 0.62], [1.19, 4.15, -0.53], [0.38, 4.20, 1.84], [-0.37, 2.89, 0.92], [0.43, 2.01, 3.10], [2.06, 2.61, 2.75], [1.88, 0.21, 2.24], [0.51, 0.53, 1.14], [0.99, 1.73, -0.96]]
}

8.
{
  "formula": "C20H26N4O3S2",
  "method": "wB97M-V/def2-TZVPD",
  "e_tot_ev": -54935.894,
  "smiles": "C=CCn1c(SCC(=O)N2CCN(CCO)CC2)nc2sc3c(c2c1=O)CCC3",
  "e_homo_ev": -8.054,
  "gap_ev": 8.4,
  "lumo_energy_ev": 0.37,
  "elements": ["C", "C", "C", "N", "C", "N", "C", "C", "C", "C", "S", "C", "H", "H", "C", "H", "H", "C", "H", "H", "C", "O", "S", "C", "H", "H", "C", "O", "N", "C", "H", "C", "N", "C", "C", "H", "H", "H", "H", "C", "H", "C", "O", "H", "H", "H", "H", "H", "H", "H", "H", "H", "H", "H", "H"],
  "positions_angstrom": [[1.28, -0.75, -2.70], [0.67, 0.16, -3.45], [-0.76, 0.59, -3.29], [-1.34, 0.20, -2.02], [-1.03, 0.88, -0.89], [-1.45, 0.57, 0.30], [-2.26, -0.51, 0.38], [-2.67, -1.27, -0.71], [-3.52, -2.32, -0.30], [-3.74, -2.33, 1.04], [-2.91, -1.07, 1.89], [-4.62, -3.45, 1.48], [-5.41, -3.12, 2.16], [-4.04, -4.22, 1.99], [-5.18, -3.96, 0.14], [-5.27, -5.04, 0.12], [-6.18, -3.54, -0.02], [-4.24, -3.44, -0.98], [-4.78, -3.11, -1.86], [-3.53, -4.20, -1.29], [-2.19, -0.93, -2.02], [-2.46, -1.49, -3.06], [0.01, 2.29, -1.05], [-0.09, 3.02, 0.62], [-0.56, 3.99, 0.50], [-0.71, 2.36, 1.22], [1.30, 3.25, 1.19], [1.75, 4.38, 1.25], [1.99, 2.18, 1.63], [1.61, 0.79, 1.54], [0.56, 0.67, 1.28], [2.50, 0.08, 0.52], [3.89, 0.21, 0.92], [4.26, 1.61, 0.99], [3.38, 2.33, 2.01], [3.61, 3.40, 2.03], [3.52, 1.89, 3.00], [5.30, 1.70, 1.29], [4.15, 2.10, 0.00], [4.80, -0.57, 0.08], [5.07, -0.04, -0.85], [6.06, -0.93, 0.88], [5.72, -1.56, 2.09], [4.96, -1.07, 2.45], [6.65, -0.02, 1.07], [6.67, -1.63, 0.31], [4.29, -1.50, -0.18], [2.24, -0.98, 0.49], [2.33, 0.51, -0.48], [1.78, 0.33, 2.52], [-0.83, 1.68, -3.41], [-1.36, 0.10, -4.07], [1.19, 0.64, -4.26], [2.30, -1.03, -2.88], [0.78, -1.25, -1.89]]
}

What did the sixth record say?
{
  "formula": "C20H26N4O2S",
  "method": "wB97M-V/def2-TZVPD",
  "e_tot_ev": -42052.536,
  "smiles": "C=CCn1c(SCC(=O)NC2CCCCC2)nnc1-c1ccc(OC)cc1",
  "e_homo_ev": -8.103,
  "gap_ev": 8.8,
  "lumo_energy_ev": 0.69,
  "elements": ["C", "C", "C", "N", "C", "N", "N", "C", "C", "C", "C", "C", "C", "C", "H", "H", "O", "C", "H", "H", "H", "H", "H", "S", "C", "H", "H", "C", "O", "N", "H", "C", "C", "C", "C", "C", "C", "H", "H", "H", "H", "H", "H", "H", "H", "H", "H", "H", "H", "H", "H", "H", "H"],
  "positions_angstrom": [[-0.40, 2.88, 1.49], [0.79, 2.71, 2.05], [2.06, 2.65, 1.24], [2.07, 1.47, 0.40], [2.13, 1.46, -0.96], [1.92, 0.26, -1.42], [1.69, -0.54, -0.37], [1.78, 0.17, 0.72], [1.58, -0.37, 2.06], [2.34, 0.03, 3.15], [2.12, -0.51, 4.40], [1.13, -1.49, 4.58], [0.39, -1.91, 3.48], [0.62, -1.36, 2.24], [0.04, -1.69, 1.39], [-0.37, -2.67, 3.59], [0.99, -1.95, 5.85], [0.03, -2.95, 6.10], [-0.98, -2.60, 5.87], [0.23, -3.86, 5.53], [0.10, -3.16, 7.16], [2.70, -0.21, 5.25], [3.13, 0.76, 3.03], [2.37, 2.89, -1.92], [1.16, 2.50, -3.23], [1.03, 3.43, -3.78], [1.59, 1.73, -3.87], [-0.15, 2.08, -2.57], [-0.80, 2.85, -1.90], [-0.49, 0.81, -2.80], [0.19, 0.18, -3.22], [-1.65, 0.19, -2.18], [-1.32, -1.23, -1.73], [-1.14, -2.18, -2.92], [-2.37, -2.14, -3.83], [-2.63, -0.72, -4.32], [-2.85, 0.21, -3.13], [-3.01, 1.23, -3.48], [-3.73, -0.10, -2.58], [-1.77, -0.38, -4.91], [-3.50, -0.70, -4.97], [-2.21, -2.81, -4.69], [-3.24, -2.50, -3.28], [-0.26, -1.90, -3.49], [-0.98, -3.19, -2.55], [-0.40, -1.23, -1.14], [-2.14, -1.59, -1.11], [-1.89, 0.81, -1.30], [2.94, 2.65, 1.89], [2.12, 3.51, 0.57], [0.89, 2.56, 3.12], [-1.30, 2.90, 2.08], [-0.52, 3.02, 0.43]]
}